Below is a 4-piece molecular cluster, C10H24Cl6N2O2 overall in a non-equilibrium geometry, with properties calculated with ωB97M-V/def2-TZVPD.

CARTESIAN COORDINATES (ANGSTROEM)
C 11.93992 7.02376 15.30035
C 5.65667 7.52697 11.20557
H 10.91030 5.18473 16.06395
C 11.80346 5.48863 15.50734
C 5.42594 7.45034 8.18845
H 6.44956 5.57574 8.71277
H 10.93048 8.71986 14.57618
H 5.84855 7.34877 12.28379
O 6.43124 6.71344 10.36936
Cl 9.67596 9.06879 6.25555
Cl 9.84974 6.56103 10.36667
H 8.01213 5.55937 11.50072
C 5.76962 6.33588 9.16906
H 11.81612 7.52055 16.26912
H 13.65954 6.29183 17.49615
H 4.65593 7.70322 6.30783
H 13.78904 4.50926 17.83265
H 7.09317 8.60924 8.61034
H 5.50590 6.15567 6.55243
C 10.89209 8.24326 7.21947
H 4.61010 7.28375 11.02690
H 13.34609 7.24724 13.85562
H 4.80772 5.86355 9.55621
O 12.96351 5.00121 16.05625
H 7.08986 7.92367 7.14991
H 13.38394 8.41266 14.89778
Cl 11.79696 9.55648 8.01698
C 8.99045 5.19483 11.11800
Cl 9.79630 4.33648 12.43424
H 12.25870 5.36413 17.99432
C 13.18927 5.30311 17.37614
N 6.50954 8.37930 7.78273
H 4.57812 7.97549 8.63344
H 9.79537 7.32908 14.72277
C 10.81765 7.67291 14.45451
Cl 11.96069 7.36506 6.21093
Cl 8.50058 4.00783 9.79148
C 4.81346 6.89317 6.93758
H 5.79743 8.58070 10.94578
N 13.25840 7.36620 14.84704
H 10.99505 7.51205 13.39894
H 3.89732 6.27095 7.04179
H 10.58240 7.53991 7.96013
H 11.77679 5.12447 14.51071

Output
**HOMO level**: -9.3349 eV
**SMILES string**: COC[C@H](C)N.COC[C@H](C)N.ClC(Cl)Cl.ClC(Cl)Cl
**E_tot**: -3416.46234 Eh
**Frontier orbital gap**: 0.357 hartree
**Maximum force**: 3.1 eV Å⁻¹